Below is a cluster of 2 separate species, C4H10N4 in total at a distorted geometry, with properties calculated with wB97M-V/def2-TZVPD.

XYZ file:
```
18
Properties=species:S:1:pos:R:3:forces:R:3
C -1.459489 -0.957565 -0.197236 0.8 -0.3 -0.2
N -1.219605 -1.804439 0.973393 0.0 0.0 0.0
C -1.572568 0.472025 0.106461 -2.1 1.4 1.1
C -2.017270 1.519226 0.538579 0.1 -1.7 -0.6
H -0.403945 -1.463666 1.475098 -0.2 -0.1 0.0
H -2.009249 -1.737456 1.608447 0.1 0.1 0.0
H -2.383524 -1.302193 -0.676267 0.2 0.2 0.0
H -0.641788 -1.112189 -0.908277 -0.1 -0.1 0.0
H -2.654671 2.286927 0.896013 0.3 0.4 0.1
C 2.218987 -0.656358 -0.094795 0.1 -0.2 0.1
N 1.630741 0.414330 -0.855466 0.2 0.1 -0.6
N 0.833646 1.281447 -0.262941 0.2 0.9 0.1
N 0.634728 2.356263 -0.874588 -0.1 -0.6 0.3
H 2.021085 0.674874 -1.757313 0.0 0.1 0.2
H -0.091725 2.862150 -0.326278 0.5 -0.5 -0.3
H 3.290280 -0.502071 0.058065 0.0 0.0 0.0
H 2.073626 -1.620203 -0.588398 0.0 0.1 0.0
H 1.750739 -0.711102 0.885502 -0.1 0.2 0.0
```
Positions in Å, forces in eV/Å.

Summary:
- E_LUMO (eV) = 1.03
- E_HOMO (eV) = -8.86
- energy relative to the best compared isomer or geometry (same formula, charge and spin) (kcal/mol) = 105.8
- total energy (hartree) = -377.27823
- frontier orbital gap (eV) = 9.89



Below is a cluster of 2 separate species, C5H11BrSi in total at a distorted geometry, with properties calculated with wB97M-V/def2-TZVPD.

XYZ file:
```
18
Properties=species:S:1:pos:R:3:forces:R:3
C 1.036558 0.830333 0.304449 -2.2 0.2 2.2
C 1.722421 2.061692 -0.043377 2.9 -0.6 -2.1
C -1.936997 -1.119626 1.887969 -3.1 3.4 0.3
C -0.924781 -1.334968 -1.142376 1.2 0.0 -0.3
C 2.953054 2.379724 -0.651469 -3.4 -2.1 1.5
Si -1.547389 -0.203076 0.237946 3.7 -1.1 0.9
Br -3.262115 0.987352 -0.138303 -1.2 0.9 -0.5
H 1.285364 -0.164680 0.060819 0.9 -0.8 -0.4
H 0.794790 0.951579 1.384354 0.3 -0.6 -0.5
H 1.156431 2.818000 0.394452 -0.6 1.9 0.2
H -1.303739 -1.741715 2.369353 3.0 -1.7 1.1
H -2.271580 -0.353038 2.736138 0.7 -1.3 -1.9
H -2.811421 -1.784972 1.804772 -0.2 0.5 -0.6
H -1.673416 -1.387185 -1.910149 -0.3 0.2 -0.7
H 0.067476 -0.946697 -1.569886 -1.7 -0.4 0.5
H -0.750127 -2.394413 -0.894998 -0.1 0.4 0.5
H 3.681018 1.625720 -0.947008 -0.3 0.1 -0.2
H 3.146578 3.402360 -0.820647 0.5 0.9 0.1
```
Positions in Å, forces in eV/Å.

Summary:
- E_LUMO (alpha / beta) (eV) = -0.21 / -0.21
- E_HOMO (alpha / beta) (eV) = -7.22 / -7.23
- energy relative to the best compared isomer or geometry (same formula, charge and spin) (kcal/mol) = 75.0
- total energy (hartree) = -3060.51717
- frontier orbital gap (alpha / beta) (eV) = 7.01 / 7.02



Below is a structure of composition C23H14Cl3F7GeN2O3PbS, with properties calculated with wB97M-V/def2-TZVPD.

XYZ file:
```
55
Properties=species:S:1:pos:R:3:forces:R:3
Pb 0.153042 -0.264876 -0.043351 0.1 0.0 0.1
C 1.306645 3.917566 -5.832496 0.0 0.0 0.0
C 0.605349 4.150332 -4.510052 0.1 0.0 -0.1
C 0.778628 5.346901 -3.930051 -0.1 0.1 -0.1
C 0.326437 5.894797 -2.645955 0.1 -0.1 -0.1
C 0.107295 5.213233 -1.545664 -0.3 0.2 -0.1
C -0.600075 2.396523 -2.940876 -0.3 -0.2 -0.6
C -0.155275 2.980011 -4.040045 0.2 0.1 0.2
S -1.689441 2.154911 1.677549 -0.1 -0.1 0.2
O -1.152420 1.970411 3.360313 -0.1 0.1 -0.1
O -2.977522 2.836709 1.794187 0.0 0.0 0.0
N -1.777185 0.595040 1.430561 0.1 0.1 -0.2
C -2.790176 -0.263133 1.785761 0.0 -0.1 0.1
C -3.943388 0.051683 2.483653 0.0 0.0 -0.1
C -4.914639 -0.927101 2.764486 0.0 0.0 0.0
C -4.763556 -2.228666 2.378987 0.0 0.0 0.0
C -3.587780 -2.604665 1.688673 -0.1 0.0 0.0
C -3.339074 -3.934287 1.283527 0.0 0.0 0.0
C -2.179400 -4.248451 0.637696 0.0 0.0 0.0
C -1.249842 -3.223260 0.389652 0.0 0.0 0.0
N -1.452690 -1.979916 0.752958 0.0 0.0 -0.1
C -2.605113 -1.635808 1.394051 0.0 0.1 0.0
H 1.448509 4.848850 -6.378882 0.0 0.0 0.0
H 0.750152 3.227694 -6.465976 0.0 0.0 0.0
H 2.289316 3.474622 -5.651725 0.0 0.0 0.0
H 1.376695 6.054195 -4.496742 0.0 0.0 0.0
H 0.284546 6.975911 -2.571557 0.0 0.0 0.0
H 2.524305 3.894211 0.390614 0.0 0.0 0.0
H -0.404576 2.264090 -4.831040 0.0 0.0 0.0
H -4.095901 1.068880 2.806280 0.0 0.0 0.0
H -5.803534 -0.625169 3.305367 0.0 0.0 0.0
H -5.512407 -2.978847 2.600257 0.0 0.0 0.0
H -4.081714 -4.693411 1.501445 0.0 0.0 0.0
H -1.956132 -5.257908 0.321876 0.0 0.0 0.0
H -0.311181 -3.421189 -0.115831 0.0 0.0 0.0
F 1.561351 1.610825 1.881839 0.0 0.0 -0.1
C 1.346244 0.215338 1.921061 0.1 0.0 0.0
F 2.618699 -0.329885 1.915866 0.0 0.0 0.0
H 0.912152 0.021833 2.903481 0.0 0.0 0.0
Cl 3.471581 4.077426 -2.245233 0.1 -0.1 0.1
Ge 2.742643 2.697163 -0.623367 -0.1 0.0 -0.1
Cl -0.789615 3.465726 4.039975 0.0 -0.1 0.0
Cl -0.030661 3.559061 -1.302168 0.3 0.1 0.7
F 4.775764 -5.560300 2.456375 0.0 0.0 0.0
C 3.968600 -4.725304 1.775428 0.0 0.0 0.0
C 4.216192 -4.429405 0.446229 0.0 0.0 0.0
F 5.273297 -4.986548 -0.167509 0.0 0.0 0.0
C 3.386260 -3.574205 -0.248108 0.0 0.0 0.0
F 3.673175 -3.318721 -1.536074 0.0 0.0 0.0
C 2.259099 -2.955138 0.331853 0.1 0.0 0.0
O 1.496767 -2.167079 -0.357556 -0.1 0.0 0.0
C 2.043744 -3.295368 1.678825 0.0 0.0 0.0
F 0.988807 -2.763982 2.327270 0.0 0.0 0.0
C 2.871481 -4.148064 2.383806 0.0 0.0 0.0
F 2.606542 -4.423255 3.670366 0.0 0.0 0.0
```
Positions in Å, forces in eV/Å.

Summary:
- E_LUMO (alpha / beta) (eV) = 1.57 / 0.36
- E_HOMO (alpha / beta) (eV) = -5.24 / -5.24
- total energy (hartree) = -5967.41343
- total charge = -1
- multiplicity = 2
- frontier orbital gap (alpha / beta) (eV) = 6.80 / 5.60



Below is a cluster of 5 separate species, C26H28BrClF5INO15 in total at a distorted geometry, with properties calculated with wB97M-V/def2-TZVPD.

XYZ file:
```
78
Properties=species:S:1:pos:R:3:forces:R:3
C -0.430712 0.889799 0.807635 -0.2 -0.5 -0.1
C -1.305143 0.433402 -0.350351 0.0 -0.1 0.6
F -1.981918 1.488537 -0.953439 -0.1 0.1 0.0
C -0.540247 -0.361140 -1.375724 0.1 -0.3 -0.4
C -0.577968 -1.758304 -1.367590 0.2 -0.1 -0.1
Br -1.592606 -2.666286 -0.061798 0.0 0.0 0.0
C 0.149458 -2.535729 -2.283431 -0.3 0.2 0.4
C 0.140529 -4.035303 -2.252142 0.4 0.0 -0.3
C 1.400069 -4.684165 -1.611008 0.1 0.5 -0.1
C 2.130304 -3.873986 -0.545914 0.1 0.0 0.2
C 1.417043 -3.856239 0.787847 0.3 0.3 -0.4
O 0.890355 -4.819613 1.236227 -0.6 -0.5 0.4
O 1.386618 -2.653175 1.436965 0.2 -0.1 0.4
N 0.901045 -1.887188 -3.212932 0.0 0.4 0.3
C 1.692755 -2.643223 -4.201980 -0.2 -0.3 -0.1
C 0.956211 -0.522888 -3.246849 0.2 0.1 -0.1
I 2.198010 0.383928 -4.684703 -0.3 -0.1 0.3
C 0.254907 0.267543 -2.341421 0.0 -0.3 -0.3
C 0.379389 1.759550 -2.407983 0.3 0.1 0.1
C 1.699711 2.316802 -1.913592 -0.4 -0.8 0.1
O 2.117101 3.365020 -2.219478 0.4 1.1 -0.2
Cl 2.569095 1.288956 -0.763292 0.2 -0.1 0.1
H 0.080840 1.821523 0.603080 0.1 0.1 0.0
H 0.283976 0.093268 1.000662 0.3 0.1 0.1
H -1.034741 0.953374 1.704212 -0.1 0.4 0.1
H -2.064356 -0.193842 0.090482 -0.3 -0.2 -0.2
H 0.100913 -4.380450 -3.280121 -0.2 -0.2 -0.1
H -0.764585 -4.410223 -1.803072 -0.1 0.1 0.3
H 1.101358 -5.638948 -1.197083 0.0 -0.1 -0.1
H 2.117849 -4.867801 -2.405538 0.1 -0.2 -0.1
H 2.390149 -2.861227 -0.852362 -0.1 0.1 -0.1
H 3.075081 -4.382425 -0.353029 0.2 0.0 0.0
H 2.293551 -2.367130 1.618413 -0.1 0.3 -0.2
H 2.744630 -2.419798 -4.094955 0.2 0.2 0.0
H 1.565493 -3.704991 -4.081765 -0.1 0.0 0.2
H 1.339411 -2.381988 -5.191095 0.1 0.1 -0.2
H -0.389299 2.263392 -1.832177 0.0 -0.1 0.1
H 0.283606 2.127624 -3.422306 -0.1 0.0 -0.2
C 0.370204 4.048048 4.941368 0.1 0.2 0.1
C -0.484930 2.817720 5.150636 -0.1 0.1 -0.2
O -0.043837 1.964692 4.101976 0.2 -0.1 0.3
C 1.249203 2.297567 3.823561 0.1 0.0 -0.2
O 1.986994 1.627517 3.176319 -0.2 0.1 -0.1
O 1.563297 3.485559 4.375503 -0.1 -0.1 0.0
F -1.801761 3.078047 4.986493 0.0 -0.1 -0.1
H -0.084834 4.731375 4.223766 -0.1 -0.1 0.0
H 0.592630 4.583983 5.859233 0.2 -0.1 0.0
H -0.336148 2.316023 6.107452 -0.1 0.0 0.0
C -5.199883 2.899893 -0.910907 0.1 -0.1 0.2
C -5.079769 3.977804 -1.963305 -0.3 -0.1 -0.2
O -6.325204 4.634498 -1.869364 0.2 0.1 0.2
C -6.777360 4.482457 -0.585963 -0.2 0.0 0.0
O -7.652027 5.105944 -0.098611 0.0 0.0 0.0
O -6.061206 3.514391 0.048006 0.1 0.0 -0.2
F -4.935252 3.458124 -3.209422 0.0 0.0 0.0
H -5.677021 2.003694 -1.310992 0.0 0.1 -0.1
H -4.246974 2.632075 -0.461928 -0.1 0.1 0.2
H -4.278078 4.697331 -1.786093 0.1 0.0 -0.1
C 3.260508 6.570586 -0.410528 -0.1 0.1 -0.2
C 3.420300 5.537711 0.680835 0.4 0.0 0.0
O 3.694781 6.330193 1.816891 -0.3 0.0 -0.1
C 3.102072 7.547916 1.620239 0.0 0.1 0.0
O 2.914079 8.350505 2.466035 0.0 0.0 0.0
O 2.743374 7.688087 0.317894 0.1 -0.2 0.0
F 4.467369 4.708634 0.448738 0.0 0.0 0.0
H 4.221911 6.833127 -0.853489 0.1 -0.1 0.1
H 2.572722 6.265839 -1.194961 -0.1 0.1 0.1
H 2.527612 4.936215 0.867513 0.1 -0.1 0.0
C -1.423267 -7.942813 2.105501 -0.1 0.1 0.2
C 0.055678 -8.229789 1.978673 0.0 -0.2 0.0
O 0.262727 -8.120834 0.576314 0.0 0.3 0.0
C -0.669139 -7.263102 0.094578 -0.1 -0.1 0.3
O -0.623828 -6.751713 -0.978210 -0.2 -0.1 -0.1
O -1.644407 -7.052993 1.001615 0.1 -0.1 -0.1
F 0.370436 -9.480507 2.380072 0.0 0.0 -0.1
H -2.018573 -8.846096 1.970187 0.1 -0.1 0.0
H -1.692345 -7.468327 3.044687 0.0 0.2 -0.1
H 0.702062 -7.516038 2.491293 0.0 -0.1 0.0
```
Positions in Å, forces in eV/Å.

Summary:
- E_LUMO (eV) = -4.33
- E_HOMO (eV) = -13.00
- total energy (hartree) = -6021.97099
- total charge = +1
- frontier orbital gap (eV) = 8.67